Below is 14 unconnected molecules or ions with the total composition C62H102F18O36 in a non-equilibrium geometry, with properties calculated with wB97M-V/def2-TZVPD.

```
218
Properties=species:S:1:pos:R:3:forces:R:3:mulliken_spin:R:1
C -2.249085 0.763761 4.223257 0.353 -0.224 -0.938 0.000
O -1.195605 0.776591 5.128047 1.838 1.104 1.471 0.000
C -1.413735 1.506951 6.310857 -1.455 -0.112 1.457 0.000
C -1.416665 3.029541 6.206297 -0.070 0.246 -2.911 0.000
O -2.597715 3.470961 5.464437 -1.209 0.448 0.793 0.000
C -3.297895 4.704361 5.787837 2.385 -0.254 1.197 0.000
C -4.478615 4.951921 4.964467 -1.264 -1.910 -1.736 0.000
O -5.084485 3.660791 4.668957 -0.509 0.655 0.278 0.000
C -5.609745 2.943841 5.801867 0.411 -0.494 -0.840 0.000
H -2.845745 1.674851 4.178397 0.012 -0.028 0.206 0.000
H -2.855435 -0.120489 4.419607 -0.354 -0.039 -0.266 0.000
H -1.651365 0.675401 3.316057 -0.879 -0.313 -0.736 0.000
H -0.715465 1.251511 7.107897 0.472 -0.368 -0.462 0.000
H -2.379435 1.142531 6.661197 -0.386 0.311 0.505 0.000
H -0.671055 3.165271 5.422877 0.780 0.328 0.165 0.000
H -1.088445 3.657771 7.034367 -0.615 -0.340 0.459 0.000
H -2.597185 5.502441 5.542557 0.118 0.439 0.735 0.000
H -3.668205 4.749581 6.812017 0.790 -0.249 0.469 0.000
H -4.181625 5.408891 4.020497 -0.274 -0.382 -0.333 0.000
H -5.194375 5.635441 5.421187 0.030 -0.006 0.341 0.000
H -4.871805 2.713421 6.570267 0.146 0.768 0.276 0.000
H -5.811985 1.931391 5.452377 -0.374 0.104 -0.413 0.000
H -6.540135 3.367681 6.179787 0.153 0.223 0.165 0.000
C 5.265755 7.725791 -2.573213 0.388 -0.171 -1.598 -0.004
O 4.517455 7.609901 -1.402083 -0.080 -0.295 2.904 0.207
C 5.096615 6.986001 -0.201563 -0.370 1.293 -1.674 0.114
C 4.602625 5.470291 -0.194643 1.944 -0.576 -0.850 0.037
O 3.286225 5.203831 -0.010813 0.402 0.402 1.397 0.342
C 2.387945 5.449961 -1.020723 -1.727 -1.434 -0.501 0.016
C 0.937725 5.056461 -0.571403 -1.182 0.553 -0.162 0.000
O 0.363895 3.808941 -0.967843 2.338 0.933 0.275 0.107
C 1.087195 2.773561 -0.329303 -0.383 -1.733 0.434 0.035
H 6.278935 8.113871 -2.468533 -0.013 -0.166 0.441 0.004
H 4.755355 8.339511 -3.315463 -0.387 0.689 0.699 0.005
H 5.266835 6.820131 -3.179753 0.418 -0.845 0.499 0.021
H 4.908695 7.534711 0.721307 -1.219 0.069 -0.249 0.008
H 6.183705 7.060801 -0.228813 0.164 -0.843 -0.540 -0.004
H 5.199055 4.873101 0.495087 -0.197 0.382 0.576 0.008
H 4.991585 5.193841 -1.174643 -0.493 -0.374 -0.497 0.008
H 2.657955 4.887361 -1.914403 0.256 0.079 -0.341 0.019
H 2.426995 6.515501 -1.246973 -0.109 0.519 -0.140 0.066
H 0.266055 5.822741 -0.958393 0.014 -0.060 -0.179 0.005
H 0.837295 5.115841 0.512337 0.477 0.183 0.293 0.010
H 0.982435 1.837181 -0.877313 0.077 0.198 -0.364 -0.003
H 0.704745 2.506841 0.655927 -0.699 0.383 0.313 0.004
H 2.132975 2.937631 -0.069433 0.396 0.581 -0.693 -0.003
C -2.846825 0.018761 -3.570673 0.379 0.544 0.825 0.000
O -2.076385 -0.627079 -2.544843 -0.615 -0.864 -2.478 0.000
C -1.946355 0.026211 -1.352743 0.767 -0.004 0.607 0.000
C -0.927045 -0.774609 -0.578583 -1.811 -0.881 2.446 0.001
O 0.367345 -0.617159 -0.980503 2.326 -0.738 -0.911 0.000
C 1.321805 -1.586889 -0.468413 -0.231 1.082 1.403 0.000
C 2.079445 -0.903739 0.732607 -1.569 -0.435 -2.376 0.000
O 1.168715 -0.570329 1.760227 -0.245 -0.806 -1.521 0.000
C 1.765415 -0.345889 2.994197 0.662 0.269 -0.210 0.000
H -3.757025 -0.519619 -3.834833 0.138 -0.358 0.360 0.000
H -2.248015 0.166511 -4.469393 0.154 -0.198 0.020 0.000
H -3.123195 1.007481 -3.204423 -0.196 0.173 -0.177 0.000
H -2.892945 0.057361 -0.813213 -0.210 -0.025 0.364 0.000
H -1.606955 1.051991 -1.496563 0.142 0.370 0.018 0.000
H -1.239625 -1.815689 -0.497733 -0.041 -0.512 -1.168 0.000
H -1.007505 -0.613919 0.496507 -0.023 1.155 0.437 0.000
H 2.060165 -1.809449 -1.238733 -0.080 0.127 -0.179 0.000
H 0.904595 -2.533849 -0.125923 -0.649 0.046 -0.253 0.000
H 2.407665 -0.045469 0.146317 0.738 0.781 0.820 0.000
H 2.906645 -1.560749 1.001277 0.117 0.117 0.542 0.000
H 1.057125 -0.642769 3.767687 0.351 0.099 0.168 0.000
H 2.037825 0.708161 3.047757 -0.059 0.312 0.514 0.000
H 2.707645 -0.893209 2.967297 0.049 -0.270 0.920 0.000
C 2.141025 4.569251 4.657937 1.151 -0.155 0.397 0.001
C 2.480695 3.338841 5.500457 -0.627 -1.707 -0.078 0.000
O 2.122465 3.632911 6.835097 -0.138 0.909 3.456 0.000
C 2.081325 2.804341 7.958147 -0.442 -0.958 -4.103 0.000
O 1.872425 1.620701 7.835667 0.498 1.345 0.794 0.000
C 2.210465 3.488521 9.344427 -0.167 0.275 -1.518 0.000
F 2.752215 2.541821 10.089667 0.177 1.007 0.798 0.000
F 3.008585 4.640731 9.290307 -1.973 -2.207 0.673 0.000
F 0.919095 3.711541 9.759037 1.866 0.584 0.016 0.000
H 1.103885 4.893061 4.744927 -0.145 -0.648 -0.160 0.000
H 2.445455 4.345101 3.635597 -0.326 0.147 -0.164 -0.001
H 2.692895 5.450001 4.986287 0.343 -0.121 0.066 0.000
H 3.449055 2.839051 5.524547 1.005 1.333 -0.251 0.000
H 1.996635 2.439271 5.120237 -1.289 0.145 0.039 0.000
C 4.366185 1.551431 -3.428893 -0.258 1.680 -0.164 0.001
C 4.691815 0.566711 -2.300413 0.649 0.119 -2.389 0.000
O 4.828195 1.335101 -1.130943 0.713 0.811 3.050 0.000
C 5.969335 1.214511 -0.364803 0.638 -2.753 -2.246 -0.001
O 7.007445 0.719731 -0.776723 -1.998 1.335 1.186 0.000
C 5.817435 1.629491 1.124227 -0.820 0.795 -0.159 -0.001
F 4.542415 1.899751 1.480497 -0.140 1.298 -1.015 -0.001
F 6.149205 0.797401 2.055037 1.547 -1.561 0.031 0.000
F 6.635935 2.702511 1.215187 -0.599 0.479 0.357 0.000
H 5.074195 2.376231 -3.348043 0.267 0.110 0.309 0.000
H 3.398745 2.047551 -3.351303 -0.300 -0.254 0.534 0.000
H 4.419585 1.386431 -4.505003 0.214 -1.433 0.210 0.000
H 5.672205 0.157561 -2.544383 -0.229 -0.562 0.164 0.000
H 3.914175 -0.183629 -2.157693 0.186 -0.011 0.143 0.000
C 5.172825 -7.861389 1.719887 -0.065 -0.326 -0.369 0.000
C 4.275705 -8.012239 0.477887 1.232 1.923 -1.064 0.000
O 2.968225 -7.445279 0.680707 0.274 -1.340 1.619 0.000
C 2.309985 -6.847529 -0.258583 0.800 -0.379 -3.460 0.000
O 2.701525 -6.464209 -1.365663 -0.763 -0.771 2.698 0.000
C 0.865075 -6.674729 0.199807 -0.383 -0.744 -0.956 0.000
F 0.832665 -5.404549 0.476577 -0.803 2.510 1.144 0.000
F -0.014635 -6.860439 -0.818633 0.925 -0.745 1.519 0.000
F 0.567955 -7.365579 1.340217 -0.286 0.428 -1.622 0.000
H 6.177255 -7.513729 1.478307 0.050 -0.228 -0.563 0.000
H 5.300135 -8.839809 2.183117 -0.198 0.316 0.505 0.000
H 4.845495 -7.071629 2.396087 -0.558 -0.438 0.174 0.000
H 4.237035 -9.012129 0.045657 -0.466 -0.085 0.490 0.000
H 4.654195 -7.380289 -0.325533 0.489 -0.163 -0.114 0.000
C -6.476795 0.994441 -5.210983 0.526 -0.776 -0.726 0.000
C -5.267605 0.581581 -6.046313 0.271 1.300 0.531 0.000
O -5.686085 -0.082909 -7.266513 0.309 -1.929 0.561 0.000
C -5.717925 0.430731 -8.450083 0.718 6.217 0.465 0.000
O -5.565185 1.671971 -8.623903 -0.001 -3.325 -0.240 0.000
C -6.092705 -0.464189 -9.627733 -0.686 0.275 1.160 0.000
F -6.275305 -1.677829 -9.108543 -0.237 -0.165 -1.225 0.000
F -7.277735 0.046821 -10.112853 1.601 -1.092 -0.006 0.000
F -5.130945 -0.474219 -10.565523 -1.084 -0.077 0.376 0.000
H -7.129005 1.559121 -5.877223 -0.267 -0.036 0.299 0.000
H -6.145285 1.625931 -4.386713 -0.080 -0.106 0.029 0.000
H -6.930405 0.071591 -4.849463 -0.437 0.348 0.159 0.000
H -4.571215 -0.055419 -5.501003 -0.507 -0.618 -0.490 0.000
H -4.678075 1.487591 -6.186643 -0.056 0.050 -1.007 0.000
C 3.231725 -5.039499 9.399057 -0.959 -1.414 -0.917 0.000
C 2.144795 -4.149389 9.975007 1.954 0.443 0.765 0.000
O 1.699605 -3.106979 9.072437 -1.393 0.808 -0.025 0.000
C 0.988555 -3.478919 8.003927 1.553 -2.919 -0.015 0.000
O 1.042215 -4.637729 7.626817 -1.323 1.748 -0.295 0.000
C 0.272535 -2.336489 7.216217 0.490 -1.527 0.262 0.000
F -0.721225 -2.840829 6.462767 0.591 0.163 0.038 0.000
F -0.233365 -1.466049 8.031797 -0.740 1.191 0.941 0.000
F 1.178255 -1.734699 6.456597 0.106 0.162 -0.642 0.000
H 3.966745 -4.486329 8.814377 0.210 0.081 0.536 0.000
H 2.830895 -5.785649 8.712987 -0.278 0.294 -0.293 0.000
H 3.628885 -5.728339 10.144617 0.518 0.725 0.457 0.000
H 2.670955 -3.580499 10.741567 -0.214 0.394 0.002 0.000
H 1.373375 -4.654429 10.556337 -0.540 -0.098 -0.884 0.000
C 5.421295 -4.106839 0.744997 -0.821 -0.498 1.354 0.000
C 6.670335 -4.025419 -0.061243 -0.401 1.301 -0.844 0.000
O 7.855675 -3.923559 0.718387 1.875 0.335 2.265 0.000
C 8.021805 -3.014459 1.727477 -3.282 -0.111 -1.314 0.000
O 7.269355 -2.083619 1.936147 1.459 -0.912 -0.255 0.000
C 9.115265 -3.377059 2.718017 2.949 -1.285 1.554 0.000
F 8.984005 -2.823489 3.903927 -0.881 1.665 0.125 0.000
F 9.203065 -4.684339 3.089127 -0.390 0.028 -1.757 0.000
F 10.353455 -2.994769 2.265057 -1.201 -0.362 -0.274 0.000
H 5.423775 -5.008309 1.357727 -0.016 -0.068 0.102 0.000
H 4.474065 -4.116989 0.205787 0.326 -0.138 -0.643 0.000
H 5.321575 -3.261149 1.425417 0.225 -0.003 -0.016 0.000
H 6.597455 -3.111829 -0.651273 0.205 -0.065 -0.421 0.000
H 6.858575 -4.885259 -0.704153 -0.134 0.134 0.067 0.000
C -4.063455 6.171981 -7.673643 0.571 -0.182 0.236 0.000
C -3.981085 4.649661 -7.430303 -1.035 1.506 -1.624 0.000
C -2.769025 3.878191 -7.896913 0.333 0.021 0.119 0.000
O -2.160975 3.448761 -6.688983 0.216 0.062 1.147 0.000
C -2.985545 3.737671 -5.613853 2.691 -1.380 0.369 0.000
O -2.704875 3.349841 -4.496383 -1.124 0.982 -1.670 0.000
O -3.965205 4.480231 -6.051773 -1.793 -0.142 2.225 0.000
H -3.337895 6.718141 -7.070833 0.524 -0.191 -0.183 0.000
H -4.997275 6.594151 -7.302363 -0.307 -0.405 -0.347 0.000
H -3.919995 6.405611 -8.728603 -0.127 0.057 0.035 0.000
H -4.867945 4.242761 -7.916113 -0.224 -0.428 0.580 0.000
H -2.126565 4.573471 -8.437223 0.367 -0.528 -0.220 0.000
H -2.998465 2.934201 -8.391213 -0.208 0.543 -0.706 0.000
C -5.420625 3.609601 1.043177 0.792 0.499 -1.646 0.000
C -5.102925 2.153181 0.678727 1.778 2.369 0.086 0.000
C -5.249915 1.208211 1.801167 0.737 0.181 0.361 0.000
O -6.043045 0.218101 1.234287 -1.615 -1.715 0.071 0.000
C -6.555065 0.621381 0.010277 -2.036 -3.211 0.422 0.000
O -7.441065 0.053921 -0.607283 2.080 1.224 1.445 0.000
O -5.866755 1.642851 -0.346563 -0.867 1.935 -2.638 0.000
H -5.525605 3.870691 2.096227 -0.160 -0.359 -0.095 0.000
H -6.197575 4.018991 0.397547 -0.611 -0.299 0.436 0.000
H -4.570905 4.137651 0.610457 0.224 0.512 0.552 0.000
H -4.099625 2.135861 0.253057 0.240 -0.003 0.289 0.000
H -5.699985 1.730751 2.645257 -0.199 -0.535 0.245 0.000
H -4.241165 0.868411 2.035817 -0.274 -0.579 0.517 0.000
C -2.105885 0.432331 -10.192743 1.292 0.745 0.195 0.000
C -1.443705 -0.489169 -9.195583 -0.608 1.050 -2.033 0.000
C -1.007125 0.020831 -7.876283 4.375 4.047 -2.286 0.000
O -1.328965 -0.908679 -6.992323 -0.841 -1.715 3.227 0.000
C -2.416595 -1.528059 -7.486313 -0.285 -1.354 2.717 0.000
O -3.159565 -2.215659 -6.851953 0.139 0.216 -0.245 0.000
O -2.481525 -1.218759 -8.721983 -3.798 -3.260 -2.408 0.000
H -2.768705 1.122551 -9.670863 0.261 0.393 -0.196 0.000
H -2.696525 -0.035299 -10.980503 0.331 -0.477 0.262 0.000
H -1.189345 0.831091 -10.627533 -0.552 1.248 -0.587 0.000
H -0.703465 -1.011929 -9.801283 0.116 -0.948 0.620 0.000
H -1.374855 1.037001 -7.733903 -0.656 0.011 0.652 0.000
H 0.077175 0.132071 -7.875613 0.188 0.135 0.141 0.000
C -0.739485 -4.135109 -3.898693 1.220 0.889 -1.224 0.000
C -1.817335 -5.151039 -3.834203 -1.624 0.597 0.590 0.000
C -3.174905 -4.789269 -4.620033 2.110 -1.432 0.149 0.000
O -3.148575 -5.865229 -5.595513 -2.002 0.342 -0.608 0.000
C -2.263585 -6.819289 -5.322733 0.681 -1.059 -2.258 0.000
O -2.091125 -7.862619 -5.924813 -0.965 1.403 0.874 0.000
O -1.422165 -6.363729 -4.446443 1.771 -0.184 2.154 0.000
H -0.253385 -4.147689 -4.874213 -0.414 0.138 -0.554 0.000
H 0.153705 -4.278189 -3.290533 -0.490 -0.319 0.789 0.000
H -1.138505 -3.131439 -3.751963 0.026 0.017 0.231 0.000
H -2.028745 -5.314049 -2.777393 -0.223 -0.415 -0.108 0.000
H -3.121345 -3.837639 -5.148843 -0.159 -0.150 0.079 0.000
H -4.061225 -4.911239 -3.997403 0.095 0.183 -0.069 0.000
C -1.499405 -5.839309 3.705227 -1.028 0.296 -0.323 0.000
C -2.631185 -5.140159 2.868567 3.288 -1.602 -0.193 0.000
C -2.040835 -3.926899 2.253207 0.247 2.933 0.830 0.000
O -1.931495 -4.126349 0.872177 0.777 3.369 -0.040 0.000
C -2.413255 -5.269689 0.560627 0.349 -1.696 -3.370 0.000
O -2.409415 -5.731269 -0.552263 -0.447 0.378 0.267 0.000
O -2.766845 -5.916549 1.601637 -2.761 -2.319 4.268 0.000
H -0.583675 -5.447809 3.262217 0.276 -0.702 0.341 0.000
H -1.565525 -6.927299 3.702137 0.043 0.069 -0.348 0.000
H -1.560925 -5.554999 4.755697 0.072 0.303 -0.027 0.000
H -3.436855 -4.839989 3.538567 -0.982 -0.991 -0.974 0.000
H -1.049175 -3.609259 2.575427 0.021 -0.338 0.391 0.000
H -2.703665 -3.105489 2.525327 -0.027 0.507 -0.760 0.000
```
Forces are in eV/Å.

Expectation value of S²: 0.756
Multiplicity: 2
Electronic energy in a.u.: -6929.15246
Total charge: +1


Below is C5H5NO2 in the gas phase in a non-equilibrium geometry, with properties calculated with wB97M-V/def2-TZVPD.

```
13
Properties=species:S:1:pos:R:3:forces:R:3:mulliken_charge:R:1
C -0.115332 -1.312129 -1.248533 1.675 -6.147 -3.911 -0.142
N 0.981402 -1.923367 -0.775913 -2.557 2.621 -1.741 -0.327
O 1.444166 -1.108611 0.226727 0.001 0.680 2.207 -0.212
C 0.293773 -0.469245 0.780753 -0.762 3.083 -2.825 0.304
C 0.380162 0.993918 1.096841 1.605 2.590 -2.394 -0.727
O -0.828948 1.732915 0.558202 0.111 -1.581 -0.765 -0.363
C -1.160902 1.008409 -0.597970 0.334 -0.758 1.738 -0.176
C -0.715720 -0.270105 -0.502943 2.160 0.293 1.364 0.004
H -0.279476 -1.995823 -2.248792 -0.779 2.414 2.338 0.302
H -0.027882 -0.989231 1.600367 -1.289 -1.880 1.803 0.320
H 1.150287 1.469506 0.409541 -0.307 -0.939 0.837 0.287
H 0.651436 1.358774 2.068882 -0.656 -0.121 0.706 0.354
H -1.772966 1.504990 -1.367162 0.463 -0.255 0.644 0.377
```
Forces are in eV/Å.

Electronic energy in a.u.: -398.58552
Total charge: 0
Relative energy (zero: lowest compared OMol25 entry of this formula, charge and spin) in kJ/mol: 506.6


The highest total charge belongs to which entry?
C62H102F18O36